Record 1
{
  "formula": "C2H6BN",
  "method": "the ωB97M-V functional and the def2-TZVPD basis",
  "symbols": ["C", "C", "B", "N", "H", "H", "H", "H", "H", "H"],
  "xyz": [[-1.9496, 0.0189, -0.0628], [-0.6456, -0.2461, 0.0617], [0.7117, 0.6251, 0.0221], [1.8526, -0.2534, -0.0141], [-2.2672, 0.9692, 0.1699], [-2.7667, -0.6602, -0.2298], [-0.5608, -1.3619, 0.0592], [0.8619, 1.7548, -0.0756], [2.6625, 0.1188, -0.3851], [1.8337, -1.2783, -0.0489]],
  "forces_ev_per_angstrom": [[1.00, -0.14, 0.49], [-0.38, -1.41, -0.17], [-0.38, -3.81, 0.25], [-2.31, 0.08, 0.27], [-0.84, 2.46, -0.16], [0.20, -0.67, 0.07], [0.88, 0.73, -0.29], [0.02, 1.18, -0.08], [2.15, 0.68, -0.45], [-0.31, 0.92, 0.06]],
  "lumo_ev": 0.834,
  "smiles": "C=CBN",
  "relative_energy_kcal_mol": 0.00
}

---

Record 2
{
  "formula": "H18O9",
  "method": "the ωB97M-V functional and the def2-TZVPD basis",
  "symbols": ["O", "H", "H", "O", "H", "H", "O", "H", "H", "O", "H", "H", "O", "H", "H", "O", "H", "H", "O", "H", "H", "O", "H", "H", "O", "H", "H"],
  "xyz": [[-0.2520, -2.0913, 1.9237], [-0.2600, -1.2386, 1.5233], [0.2639, -2.6528, 1.3249], [-0.9428, -3.4026, -1.1539], [-0.7134, -4.0505, -1.8330], [-1.2047, -2.6041, -1.6251], [2.5298, 0.2711, -0.0924], [2.6455, -0.1655, -0.9230], [3.0615, -0.3456, 0.3942], [-1.9342, -0.5658, -2.1031], [-1.8218, -0.7539, -3.0303], [-2.4855, 0.2258, -2.0726], [-2.9022, -0.0227, 1.4702], [-2.2093, 0.5871, 1.2208], [-3.7021, 0.0901, 0.9348], [0.8572, 2.2215, -1.8101], [-0.0143, 1.8563, -1.7629], [0.6671, 3.0350, -2.2291], [0.8589, 3.5567, 0.5035], [1.3666, 4.2401, 0.0951], [0.7511, 2.9482, -0.2141], [1.5651, -0.1145, 3.0212], [1.7561, -0.5155, 3.8515], [2.0665, -0.6939, 2.4407], [-0.1856, 0.1450, 0.3786], [0.7499, 0.0502, 0.2681], [-0.5114, -0.0096, -0.5008]],
  "forces_ev_per_angstrom": [[0.51, -2.02, 0.62], [-0.26, 1.18, -0.57], [-0.48, 0.19, 0.12], [0.25, -0.21, -0.21], [-0.10, 0.19, 0.13], [-0.13, 0.01, 0.17], [0.02, -0.05, 0.17], [-0.29, 0.12, -1.61], [0.57, -0.16, 1.32], [0.11, 0.33, 0.43], [0.04, -0.03, -0.59], [-0.08, -0.21, 0.07], [-0.79, -0.53, 0.21], [0.08, 0.26, -0.30], [0.66, 0.29, 0.15], [0.58, -1.05, -0.01], [-0.83, -0.87, 0.26], [0.12, 1.64, -0.93], [-0.47, 0.41, 1.15], [0.61, 0.88, -0.10], [0.04, -0.97, -0.37], [0.43, 0.47, -0.86], [-0.12, -0.32, 1.29], [-0.25, 0.02, -0.27], [-1.01, 0.55, 0.14], [1.44, 0.37, 0.18], [-0.65, -0.48, -0.60]],
  "lumo_ev": -0.350,
  "smiles": "O.O.O.O.O.O.O.O.O",
  "relative_energy_kcal_mol": 75.12
}

---

Record 3
{
  "formula": "C3H12O3",
  "method": "the ωB97M-V functional and the def2-TZVPD basis",
  "symbols": ["C", "C", "C", "O", "H", "H", "H", "H", "H", "H", "H", "H", "O", "H", "H", "O", "H", "H"],
  "xyz": [[1.7095, -2.2346, -0.6865], [0.2101, -1.9690, -0.6847], [-0.3012, -1.4935, -2.0308], [-0.1464, -0.9801, 0.2537], [1.9839, -2.6164, -1.6581], [1.9918, -2.9661, 0.0681], [2.2600, -1.2980, -0.5935], [-0.2821, -2.9213, -0.4516], [-0.2459, -2.2820, -2.7759], [0.3014, -0.6682, -2.4181], [-1.3221, -1.1814, -1.9475], [-0.3083, -1.2714, 1.1532], [-3.2163, 2.3414, 2.5140], [-2.3970, 2.0741, 2.0831], [-3.9117, 1.7382, 2.2515], [1.9967, 3.5777, 0.1510], [1.5608, 3.2496, 0.9426], [1.5490, 3.1484, -0.5867]],
  "forces_ev_per_angstrom": [[-0.16, 0.26, -0.29], [0.07, -0.69, -0.05], [0.66, -0.05, -0.20], [-0.31, 1.06, 0.32], [0.16, -0.44, -0.31], [0.17, 0.20, 0.13], [-0.02, -0.01, 0.33], [-0.18, 0.10, 0.06], [0.03, -0.22, -0.02], [-0.06, 0.11, 0.16], [-0.59, 0.24, 0.04], [0.22, -0.53, -0.16], [0.23, 0.37, 0.25], [-0.31, -0.16, -0.06], [0.08, -0.22, -0.21], [0.00, 0.01, -0.10], [-0.02, -0.04, -0.04], [0.02, 0.02, 0.14]],
  "lumo_ev": 0.327,
  "smiles": "CC(C)O.O.O",
  "relative_energy_kcal_mol": 6.32
}

---

Record 4
{
  "formula": "C4H9NOS2",
  "method": "the ωB97M-V functional and the def2-TZVPD basis",
  "symbols": ["C", "C", "N", "O", "C", "C", "S", "S", "H", "H", "H", "H", "H", "H", "H", "H", "H"],
  "xyz": [[-1.4531, 1.3314, -0.1653], [-0.7542, 0.0887, -0.6992], [-1.3090, -0.3167, -1.7588], [-0.7455, -1.3962, -2.4826], [0.5954, -0.5375, 0.0423], [0.9529, 0.0055, 1.3957], [0.2375, -2.3922, 0.1764], [1.9408, -0.4017, -1.2857], [-2.4661, 1.5165, -0.7279], [-1.4952, 1.1370, 0.9207], [-0.8195, 2.3210, -0.4228], [-0.8835, -1.3433, -3.4469], [0.5581, -0.5789, 2.1985], [2.1492, 0.0670, 1.3828], [0.5137, 1.0115, 1.3910], [0.9646, -2.7274, -0.8975], [2.7091, -1.4894, -0.7213]],
  "forces_ev_per_angstrom": [[0.36, 1.47, -0.94], [1.55, -0.14, 0.47], [-0.22, -0.31, -2.31], [0.79, -0.41, 1.13], [-1.77, -1.49, -3.00], [2.50, 1.42, -1.35], [0.37, 0.59, 0.36], [0.58, -1.15, 1.76], [1.90, -0.72, 1.48], [-0.64, 0.93, -0.35], [-1.12, -2.29, 0.90], [-0.70, 0.89, 0.88], [-0.09, -0.34, 0.51], [-2.78, -0.07, 0.61], [0.61, -0.01, 0.61], [-0.35, -0.12, 0.03], [-0.97, 1.74, -0.79]],
  "lumo_ev": 0.621,
  "smiles": "C/C(=N/O)C(C)(S)S",
  "relative_energy_kcal_mol": 92.59
}

---

Which formula does entry 3 have? C3H12O3

---

Copy entry 2 word for word.
{
  "formula": "H18O9",
  "method": "the ωB97M-V functional and the def2-TZVPD basis",
  "symbols": ["O", "H", "H", "O", "H", "H", "O", "H", "H", "O", "H", "H", "O", "H", "H", "O", "H", "H", "O", "H", "H", "O", "H", "H", "O", "H", "H"],
  "xyz": [[-0.2520, -2.0913, 1.9237], [-0.2600, -1.2386, 1.5233], [0.2639, -2.6528, 1.3249], [-0.9428, -3.4026, -1.1539], [-0.7134, -4.0505, -1.8330], [-1.2047, -2.6041, -1.6251], [2.5298, 0.2711, -0.0924], [2.6455, -0.1655, -0.9230], [3.0615, -0.3456, 0.3942], [-1.9342, -0.5658, -2.1031], [-1.8218, -0.7539, -3.0303], [-2.4855, 0.2258, -2.0726], [-2.9022, -0.0227, 1.4702], [-2.2093, 0.5871, 1.2208], [-3.7021, 0.0901, 0.9348], [0.8572, 2.2215, -1.8101], [-0.0143, 1.8563, -1.7629], [0.6671, 3.0350, -2.2291], [0.8589, 3.5567, 0.5035], [1.3666, 4.2401, 0.0951], [0.7511, 2.9482, -0.2141], [1.5651, -0.1145, 3.0212], [1.7561, -0.5155, 3.8515], [2.0665, -0.6939, 2.4407], [-0.1856, 0.1450, 0.3786], [0.7499, 0.0502, 0.2681], [-0.5114, -0.0096, -0.5008]],
  "forces_ev_per_angstrom": [[0.51, -2.02, 0.62], [-0.26, 1.18, -0.57], [-0.48, 0.19, 0.12], [0.25, -0.21, -0.21], [-0.10, 0.19, 0.13], [-0.13, 0.01, 0.17], [0.02, -0.05, 0.17], [-0.29, 0.12, -1.61], [0.57, -0.16, 1.32], [0.11, 0.33, 0.43], [0.04, -0.03, -0.59], [-0.08, -0.21, 0.07], [-0.79, -0.53, 0.21], [0.08, 0.26, -0.30], [0.66, 0.29, 0.15], [0.58, -1.05, -0.01], [-0.83, -0.87, 0.26], [0.12, 1.64, -0.93], [-0.47, 0.41, 1.15], [0.61, 0.88, -0.10], [0.04, -0.97, -0.37], [0.43, 0.47, -0.86], [-0.12, -0.32, 1.29], [-0.25, 0.02, -0.27], [-1.01, 0.55, 0.14], [1.44, 0.37, 0.18], [-0.65, -0.48, -0.60]],
  "lumo_ev": -0.350,
  "smiles": "O.O.O.O.O.O.O.O.O",
  "relative_energy_kcal_mol": 75.12
}